Run a
Here is C8H15N as an isolated structure from OMol25. Energies are from ωB97M-V with the def2-TZVPD basis set.

The charge is 0. The multiplicity is 1. The HOMO energy comes out at -6.90 eV. The value obtained for the HOMO-LUMO gap is 7.70 eV.

Last column: natural (NBO) charge in e.
Positions of all 24 atoms, in Å:
C (1.0965, -0.3154, -0.4211)  -0.23
C (0.2664, 0.2016, 2.3802)  -0.62
C (0.5419, -0.8940, -1.6943)  -0.64
C (2.3506, 0.5138, -0.5985)  -0.63
C (-2.6324, -0.4684, -0.1811)  -0.64
C (-0.1141, 1.1698, 0.0881)  0.43
C (-0.4687, 0.1506, 1.0617)  -0.06
C (-1.6599, -0.5263, 0.9593)  -0.31
N (-0.4024, 2.0302, -0.7445)  -0.61
H (1.2850, -1.1138, 0.2960)  0.21
H (-0.1083, 1.9062, -1.7204)  0.37
H (-2.0552, -0.9202, 1.8913)  0.21
H (-0.1753, 0.9624, 3.0280)  0.23
H (1.3244, 0.4394, 2.2584)  0.21
H (0.1874, -0.7694, 2.8744)  0.22
H (2.5985, 1.0626, 0.3154)  0.21
H (0.2539, -0.1098, -2.4072)  0.19
H (1.2954, -1.5086, -2.1994)  0.21
H (-0.3291, -1.5189, -1.4904)  0.22
H (3.2049, -0.1363, -0.8177)  0.21
H (2.2541, 1.2277, -1.4198)  0.20
H (-2.2117, -0.0204, -1.0832)  0.21
H (-2.9739, -1.4719, -0.4573)  0.21
H (-3.5280, 0.1093, 0.0821)  0.21

***

Run b
Here is C8H15N as an isolated structure from OMol25. Energies are from ωB97M-V with the def2-TZVPD basis set.

The charge is 0. The multiplicity is 1. The HOMO energy comes out at -8.13 eV. The value obtained for the HOMO-LUMO gap is 8.00 eV.

Last column: natural (NBO) charge in e.
Positions of all 24 atoms, in Å:
C (0.7503, -0.9834, -0.0524)  -0.16
C (1.6530, -2.1214, 0.4460)  -0.58
C (0.3060, -1.3033, -1.4854)  -0.59
C (-0.3998, -0.7429, 0.8890)  -0.47
N (-0.1564, 1.9306, -0.7523)  -0.59
C (1.4764, 0.3392, 0.1078)  -0.17
C (1.0407, 1.5929, -0.2210)  -0.04
C (-1.4586, 1.8642, 0.5551)  -0.18
C (-2.7403, 1.8917, 0.1692)  -0.45
H (-0.5365, 1.1707, -1.3088)  0.34
H (2.3842, 0.2934, 0.7007)  0.20
H (1.5812, 2.4313, 0.2129)  0.18
H (-1.1004, 2.5845, 1.2821)  0.21
H (1.9847, -1.9408, 1.4697)  0.21
H (1.1226, -3.0742, 0.4183)  0.21
H (1.1605, -1.2772, -2.1624)  0.22
H (-0.4397, -0.6071, -1.8669)  0.19
H (-0.1334, -2.3023, -1.5210)  0.21
H (-0.1745, -0.8745, 1.9413)  0.21
H (-0.9430, 0.6057, 0.8134)  0.22
H (-1.3724, -1.1284, 0.5962)  0.21
H (2.5404, -2.1998, -0.1868)  0.21
H (-3.4186, 2.6601, 0.5154)  0.21
H (-3.1265, 1.1911, -0.5600)  0.19

***

Going by the computed energies, the most stable comes first: run a, run b.

***

Run a
Here is a 2-piece molecular cluster, C3H11N2O2 overall from OMol25. Energies are from ωB97M-V with the def2-TZVPD basis set.

The charge is +1. The multiplicity is 1. The HOMO energy comes out at -13.23 eV. The value obtained for the HOMO-LUMO gap is 9.45 eV.

Last column: natural (NBO) charge in e.
Positions of all 18 atoms, in Å:
C (-0.5352, 1.8125, -1.0207)  0.56
N (-1.1676, 3.0799, -1.0633)  -0.86
O (-0.9396, 0.8442, -1.5945)  -0.55
H (0.4031, 1.8148, -0.4342)  0.10
H (-1.6465, 3.2153, -0.1668)  0.39
H (-0.4338, 3.7852, -1.0329)  0.38
C (1.0629, -1.2893, 1.4918)  -0.09
O (1.6850, -0.0164, 1.4693)  -0.70
C (0.2438, -1.2870, 0.2175)  -0.23
N (-0.4766, -2.6192, 0.0975)  -0.67
H (0.4661, -1.4008, 2.4012)  0.18
H (1.7920, -2.1057, 1.4243)  0.18
H (2.3302, 0.0082, 2.1826)  0.49
H (-0.5285, -0.5317, 0.2103)  0.25
H (0.9306, -1.1774, -0.6158)  0.25
H (-0.8791, -2.8471, 1.0054)  0.44
H (0.1165, -3.3925, -0.2023)  0.44
H (-1.2478, -2.5407, -0.5762)  0.46

***

Run b
Here is a 2-piece molecular cluster, C3H11N2O2 overall from OMol25. Energies are from ωB97M-V with the def2-TZVPD basis set.

The charge is +1. The multiplicity is 1. The HOMO energy comes out at -14.18 eV. The value obtained for the HOMO-LUMO gap is 10.71 eV.

Last column: natural (NBO) charge in e.
Positions of all 18 atoms, in Å:
N (-1.7440, 1.6028, -0.7122)  -0.68
C (-0.6865, 0.6640, -0.2006)  -0.34
C (0.5014, 0.8009, -1.1704)  0.66
N (1.4931, -0.0815, -1.0026)  -0.57
C (1.5668, -1.0065, 0.1288)  -0.44
O (0.3946, 1.6632, -2.0223)  -0.61
H (-2.5421, 1.0788, -1.0687)  0.45
H (-1.2363, 2.2433, -1.3529)  0.48
H (-2.0838, 2.1039, 0.1096)  0.44
H (-0.4184, 0.9774, 0.8050)  0.24
H (-1.0081, -0.3730, -0.1821)  0.27
H (2.3784, 0.2508, -1.3650)  0.42
H (2.3223, -1.7455, -0.1166)  0.24
H (0.6722, -1.6114, 0.1299)  0.23
H (1.7644, -0.5579, 1.0986)  0.20
H (-0.5498, -2.7840, 2.2565)  0.49
H (-0.2858, -1.3535, 2.7185)  0.48
O (-0.5385, -1.8717, 1.9463)  -0.97

***

Run c
Here is a 2-piece molecular cluster, C3H11N2O2 overall from OMol25. Energies are from ωB97M-V with the def2-TZVPD basis set.

The charge is +1. The multiplicity is 1. The HOMO energy comes out at -14.82 eV. The value obtained for the HOMO-LUMO gap is 11.71 eV.

Last column: natural (NBO) charge in e.
Positions of all 18 atoms, in Å:
N (-0.5039, 1.6438, 1.2331)  -0.72
C (-0.7610, 0.7934, -0.0010)  -0.13
C (0.2564, 1.2340, -1.0331)  -0.66
C (-0.3858, -0.6230, 0.6140)  0.68
N (-1.0980, -1.6424, 0.1153)  -0.78
O (0.2984, -0.6569, 1.6148)  -0.61
H (-1.2236, 1.4468, 1.9443)  0.43
H (-0.3590, 2.6444, 1.1765)  0.45
H (0.1984, 1.0522, 1.8219)  0.48
H (-1.7854, 0.8630, -0.3574)  0.24
H (0.3211, 0.4088, -1.7032)  0.28
H (1.1692, 1.5385, -0.5150)  0.22
H (0.1535, 2.0499, -1.7501)  0.25
H (-1.0167, -2.5309, 0.5929)  0.43
H (-1.7677, -1.5508, -0.6264)  0.42
H (2.7129, -0.5401, -1.9223)  0.49
H (1.7390, -1.5710, -2.5473)  0.49
O (1.7895, -0.8054, -1.9542)  -0.97

***

Going by the computed energies, the most stable comes first: run b, run c, run a.

***

Run a
Here is a 4-piece molecular cluster, C4H13N2O3 overall from OMol25. Energies are from ωB97M-V with the def2-TZVPD basis set.

The charge is +1. The multiplicity is 1. The HOMO energy comes out at -13.36 eV. The value obtained for the HOMO-LUMO gap is 10.82 eV.

Last column: natural (NBO) charge in e.
Positions of all 22 atoms, in Å:
C (-0.3553, 1.0346, 1.8927)  -0.65
C (0.1838, -0.0198, 0.9789)  0.16
C (1.4632, -0.1664, 0.5544)  -0.07
N (1.4743, -1.2379, -0.3144)  -0.46
C (0.2550, -1.7296, -0.4203)  0.24
N (-0.5395, -1.0243, 0.3775)  -0.47
H (-0.2849, 0.7560, 2.9338)  0.25
H (-1.4199, 1.1868, 1.7063)  0.24
H (0.1440, 1.9546, 1.6093)  0.25
H (2.3416, 0.4302, 0.7197)  0.25
H (2.3295, -1.6276, -0.7138)  0.48
H (-0.0129, -2.5370, -1.0781)  0.24
H (-1.5669, -1.0790, 0.3183)  0.47
H (-3.4187, -2.3530, -0.5119)  0.49
H (-3.9673, -1.2000, 0.3705)  0.50
O (-3.2652, -1.8719, 0.3130)  -0.95
H (-2.1382, 4.1414, -0.7563)  0.48
H (-1.7536, 3.1760, -1.8776)  0.47
O (-1.7315, 3.2807, -0.9156)  -0.95
H (3.6732, 0.2814, -1.8572)  0.49
H (4.7358, -0.7974, -1.8318)  0.50
O (3.8536, -0.5976, -1.4973)  -0.97

***

Run b
Here is a 2-piece molecular cluster, C4H13N2O3 overall from OMol25. Energies are from ωB97M-V with the def2-TZVPD basis set.

The charge is +1. The multiplicity is 1. The HOMO energy comes out at -13.50 eV. The value obtained for the HOMO-LUMO gap is 10.62 eV.

Last column: natural (NBO) charge in e.
Positions of all 22 atoms, in Å:
N (-1.5025, 1.9502, 0.5068)  -0.68
C (-1.6443, 0.4190, 0.2277)  -0.31
C (-0.7747, 0.0644, -1.0452)  0.67
N (-0.1003, -1.0975, -1.2999)  -0.60
C (0.0566, -2.1897, -0.3510)  -0.24
C (1.4722, -1.8499, 0.3783)  -0.08
O (1.7815, -0.4372, 0.3324)  -0.77
O (-0.5483, 1.0693, -1.6346)  -0.61
H (-0.4570, 2.1085, 0.5747)  0.50
H (-1.9214, 2.1952, 1.3586)  0.43
H (-1.9164, 2.5240, -0.2584)  0.45
H (-1.2373, -0.0852, 1.0670)  0.23
H (-2.7506, 0.1464, 0.1128)  0.25
H (0.5100, -1.0307, -2.1116)  0.43
H (-0.7911, -2.1223, 0.3181)  0.20
H (0.0053, -3.1468, -0.9199)  0.24
H (2.2975, -2.3411, -0.2882)  0.19
H (1.4729, -2.2948, 1.3688)  0.20
H (2.8094, -0.3186, 0.2867)  0.52
H (1.3621, 0.8530, 1.3644)  0.52
H (0.9360, 1.5172, 2.7875)  0.49
O (0.7969, 1.5384, 1.8813)  -1.02

***

Going by the computed energies, the most stable comes first: run a, run b.